<P>
{"formula": "H28HeO14", "method": "the ωB97M-V functional and the def2-TZVPD basis", "species": ["He", "O", "H", "H", "O", "H", "H", "O", "H", "H", "O", "H", "H", "O", "H", "H", "O", "H", "H", "O", "H", "H", "O", "H", "H", "O", "H", "H", "O", "H", "H", "O", "H", "H", "O", "H", "H", "O", "H", "H", "O", "H", "H"], "coordinates": [[0.6309, 0.2057, -0.2989], [3.4661, -3.2058, 1.1482], [4.1138, -3.2129, 1.8529], [3.4780, -2.3066, 0.8203], [-2.1899, 1.0490, 1.7770], [-2.8742, 1.0906, 2.4451], [-1.3707, 1.1089, 2.2685], [-2.6614, 3.1527, -0.2490], [-1.9684, 2.7920, -0.8021], [-2.8609, 2.4529, 0.3728], [1.6221, -1.9752, -1.5832], [2.2292, -1.3940, -1.1251], [2.1004, -2.2546, -2.3639], [1.1829, -1.3611, 3.7007], [0.5678, -1.7004, 3.0506], [1.6602, -2.1329, 4.0053], [0.0985, 3.2114, 1.3143], [-0.8366, 3.3942, 1.2228], [0.4403, 3.2559, 0.4213], [-1.0918, 1.5271, -2.1070], [-1.8858, 0.9999, -2.0186], [-1.0028, 1.6707, -3.0492], [-0.6758, -3.2679, -0.4251], [0.0468, -2.7203, -0.7320], [-1.2164, -2.6790, 0.1014], [0.0713, 1.3421, 3.4054], [0.7296, 0.6472, 3.4141], [0.2686, 1.8496, 2.6182], [-3.5614, 0.2110, -1.5540], [-3.2402, -0.3848, -0.8771], [-3.7106, -0.3492, -2.3157], [-2.5864, -1.4240, 0.4457], [-2.4807, -0.7401, 1.1070], [-3.4586, -1.7829, 0.6087], [3.4653, -0.5712, 0.0312], [4.3254, -0.5078, -0.3840], [3.5171, 0.0201, 0.7822], [1.2571, 3.0353, -1.4171], [2.0784, 2.5819, -1.6075], [0.5897, 2.5259, -1.8768], [0.5866, -1.2811, -4.4189], [0.1769, -2.0556, -4.0335], [0.9694, -0.8167, -3.6746]], "mulliken_charge": [0.017, -0.593, 0.292, 0.377, -0.655, 0.316, 0.345, -0.660, 0.352, 0.326, -0.683, 0.339, 0.300, -0.635, 0.312, 0.299, -0.705, 0.325, 0.354, -0.628, 0.245, 0.324, -0.634, 0.352, 0.376, -0.685, 0.376, 0.354, -0.679, 0.458, 0.315, -0.821, 0.354, 0.324, -0.706, 0.314, 0.290, -0.643, 0.304, 0.374, -0.617, 0.318, 0.316], "gap_ev": 10.0357, "homo_energy_ha": -0.3819}



<Q>
{"formula": "H28HeO14", "method": "the ωB97M-V functional and the def2-TZVPD basis", "species": ["He", "O", "H", "H", "O", "H", "H", "O", "H", "H", "O", "H", "H", "O", "H", "H", "O", "H", "H", "O", "H", "H", "O", "H", "H", "O", "H", "H", "O", "H", "H", "O", "H", "H", "O", "H", "H", "O", "H", "H", "O", "H", "H"], "coordinates": [[-6.2106, -7.4471, -10.2692], [-6.3379, -10.3136, -9.2794], [-5.9940, -10.1791, -10.1625], [-6.2331, -11.2519, -9.1214], [-2.9762, -7.3344, -11.4088], [-2.5426, -7.7952, -12.1271], [-2.8342, -7.8934, -10.6448], [-4.3839, -10.6535, -11.3842], [-3.4544, -10.8290, -11.5304], [-4.7134, -10.3776, -12.2396], [-3.2420, -9.4367, -7.8834], [-4.0385, -9.1894, -7.4137], [-3.5251, -10.1173, -8.4941], [-5.2924, -9.7659, -13.9311], [-4.8071, -9.4968, -14.7110], [-5.8828, -9.0342, -13.7515], [-2.3632, -5.6444, -9.2840], [-2.5523, -6.1736, -10.0589], [-2.9904, -4.9227, -9.3273], [-4.7954, -4.1971, -9.4100], [-5.0279, -3.4747, -8.8267], [-4.8494, -3.8226, -10.2892], [-9.2024, -6.7827, -9.4095], [-8.5615, -6.1261, -9.1367], [-9.8581, -6.2883, -9.9012], [-7.1782, -5.2896, -8.2976], [-6.8101, -5.9439, -7.7037], [-6.4374, -5.0100, -8.8355], [-5.9872, -9.0660, -6.6877], [-6.1046, -9.3234, -7.6021], [-6.0799, -9.8815, -6.1951], [-7.1173, -7.5388, -13.8448], [-7.8320, -7.7729, -13.2527], [-7.0149, -6.5934, -13.7354], [-3.8692, -4.8385, -12.5500], [-3.5783, -5.6358, -12.1074], [-4.6735, -5.0945, -13.0015], [-9.1480, -9.4783, -9.5156], [-8.2205, -9.7141, -9.5344], [-9.1540, -8.5231, -9.5773], [-8.7653, -9.3711, -12.3843], [-9.2026, -9.2418, -11.5427], [-8.9218, -10.2911, -12.5972]], "mulliken_charge": [0.019, -0.689, 0.366, 0.284, -0.725, 0.286, 0.271, -0.611, 0.259, 0.349, -0.658, 0.391, 0.291, -0.677, 0.302, 0.379, -0.654, 0.455, 0.358, -0.776, 0.311, 0.340, -0.640, 0.371, 0.291, -0.749, 0.332, 0.434, -0.664, 0.388, 0.287, -0.663, 0.317, 0.315, -0.620, 0.345, 0.309, -0.739, 0.415, 0.413, -0.628, 0.356, 0.260], "gap_ev": 10.4204, "homo_energy_ha": -0.3858}



The data favor <Q>; the next most stable structure lies 0.093 eV above it.



<P>
{"formula": "C5H7N3", "method": "the ωB97M-V functional and the def2-TZVPD basis", "species": ["H", "N", "C", "N", "C", "C", "C", "C", "N", "H", "H", "H", "H", "H", "H"], "coordinates": [[-0.2758, -2.0765, 2.4641], [-1.0980, -1.2929, 2.7042], [-1.0421, -0.3203, 1.7725], [-0.1495, -0.2128, 0.6206], [0.1848, 1.0940, 0.1482], [0.0389, 1.2450, -1.3433], [0.4397, 0.1209, -1.9500], [0.9371, -0.9210, -1.1411], [0.4556, -1.4336, 0.0836], [-1.4534, 0.6627, 1.9287], [-0.3960, 1.9226, 0.7859], [1.2600, 1.1515, 0.3592], [-0.4062, 2.1821, -1.6861], [0.2616, -0.3826, -3.1186], [1.2433, -1.7391, -1.6280]], "mulliken_charge": [0.281, -0.622, 0.136, 0.267, -0.374, -0.490, 0.030, -0.458, -0.582, 0.246, 0.301, 0.287, 0.364, 0.164, 0.452], "gap_ev": 8.0062, "smiles": "[H]/N=C\\N1CC=CC=N1", "homo_energy_ha": -0.3073}



<Q>
{"formula": "C5H7N3", "method": "the ωB97M-V functional and the def2-TZVPD basis", "species": ["C", "C", "C", "C", "C", "H", "H", "H", "H", "H", "H", "H", "N", "N", "N"], "coordinates": [[-1.6361, -1.4063, 0.5243], [-0.2123, 0.3911, -0.1295], [0.9747, -0.2235, 0.4334], [1.9555, 0.5804, -0.2626], [-0.0518, 1.6181, -0.6717], [-1.1824, -2.8183, 1.9896], [-2.6700, -1.5399, 0.5261], [-1.9787, 0.1461, -0.8013], [1.4437, -0.9761, 1.0538], [2.9730, 0.4631, -0.3221], [1.7880, 2.6530, -0.7994], [-0.7594, 1.9669, -1.3322], [-0.7554, -2.1498, 0.9900], [-1.3618, -0.3667, -0.2947], [1.4730, 1.6619, -0.9037]], "mulliken_charge": [-0.119, 0.478, -0.405, -0.558, -0.640, 0.253, 0.406, 0.131, 0.365, 0.474, 0.279, 0.301, -0.555, -0.176, -0.233], "gap_ev": 8.7782, "homo_energy_ha": -0.2899}



<R>
{"formula": "C5H7N3", "method": "the ωB97M-V functional and the def2-TZVPD basis", "species": ["C", "C", "C", "N", "N", "C", "C", "N", "H", "H", "H", "H", "H", "H", "H"], "coordinates": [[2.4717, 0.4956, -2.1733], [1.5512, 0.5849, -1.2961], [0.4832, 0.7586, -0.2914], [-0.3025, 1.7223, -0.4037], [-1.4948, 1.2211, 0.1725], [-1.2937, 0.1721, 1.1379], [0.0870, -0.4370, 0.5879], [-0.3765, -1.5758, -0.1914], [3.3268, 0.9819, -2.9920], [-1.6757, 1.9792, 0.8265], [-1.9980, -0.7947, 1.1331], [-1.1961, 0.4376, 2.2123], [0.7695, -0.9944, 1.1444], [0.5437, -2.3090, -0.4031], [-0.8958, -2.2424, 0.5363]], "mulliken_charge": [-0.126, -0.275, 0.159, -0.522, -0.259, -0.505, 0.192, -0.860, 0.303, 0.319, 0.229, 0.280, 0.508, 0.292, 0.266], "gap_ev": 9.4060, "smiles": "C#CC1=NNC[C@H]1N", "homo_energy_ha": -0.3298}



The data favor <Q>; the next most stable structure lies 1.151 eV above it.



<P>
{"formula": "C5H7N3", "method": "the ωB97M-V functional and the def2-TZVPD basis", "species": ["C", "C", "N", "N", "C", "H", "H", "H", "H", "C", "C", "N", "H", "H", "H"], "coordinates": [[-1.6675, 1.6345, 0.1390], [-0.3046, 1.4429, -0.2532], [0.1959, 0.5857, 0.5688], [-0.7787, 0.0241, 1.3789], [-1.8751, 0.7465, 1.0988], [-2.4325, 2.3130, -0.2356], [0.2593, 1.9504, -0.9230], [-0.5542, -0.4167, 2.1854], [-2.7193, 0.6737, 1.6870], [2.1338, -1.3459, -1.0672], [0.7765, -1.6918, -0.7401], [-0.2625, -2.1113, -0.4937], [2.1145, -0.3525, -0.6917], [2.8941, -1.8988, -0.5254], [2.2204, -1.5540, -2.1280]], "mulliken_charge": [-0.567, -0.114, -0.540, -0.007, -0.297, 0.336, 0.537, 0.172, 0.468, -0.783, 0.423, -0.426, 0.276, 0.275, 0.249], "gap_ev": 10.2833, "smiles": "c1cn[nH]c1.CC#N", "homo_energy_ha": -0.3392}



<Q>
{"formula": "C5H7N3", "method": "the ωB97M-V functional and the def2-TZVPD basis", "species": ["C", "C", "N", "N", "C", "C", "C", "N", "H", "H", "H", "H", "H", "H", "H"], "coordinates": [[-1.4520, -1.3024, -0.8276], [-1.6649, 0.1246, -1.1034], [-1.0498, 1.0730, -0.4067], [0.1138, 0.7554, 0.3431], [1.1785, 0.3638, -0.2471], [2.0592, 0.2228, 0.8245], [1.4830, 0.8555, 1.9419], [0.2322, 1.2772, 1.5376], [-2.4295, -1.9624, -0.4724], [-1.4567, -1.6807, -2.0488], [-0.3958, -1.2615, -0.2170], [-2.4821, 0.4282, -1.7465], [1.0823, 0.0932, -1.2012], [3.1008, -0.0718, 0.6529], [1.6811, 1.0851, 2.9708]], "mulliken_charge": [-0.717, -0.040, -0.929, 1.216, -0.099, -0.889, -0.171, -0.966, 0.315, 0.196, 0.275, 0.445, 0.570, 0.335, 0.459], "gap_ev": 9.5614, "smiles": "C/C=N\\n1cccn1", "homo_energy_ha": -0.3265}



The data favor <P>; the next most stable structure lies 2.588 eV above it.



<P>
{"formula": "C5H7N3", "method": "the ωB97M-V functional and the def2-TZVPD basis", "species": ["C", "C", "N", "C", "C", "N", "N", "C", "H", "H", "H", "H", "H", "H", "H"], "coordinates": [[-1.1219, 0.5985, 2.3473], [-0.4645, 0.5472, 1.3007], [0.7086, 0.0889, 0.7253], [0.7591, -1.3325, 0.4850], [0.5262, -0.2551, -0.6852], [1.5875, 0.0758, -1.5588], [-0.7431, -0.0850, -1.2172], [-1.4080, 0.8805, -0.6064], [-1.9575, 0.9423, 2.9059], [-0.0725, -1.9374, 0.8257], [1.7473, -1.7733, 0.4574], [2.4893, -0.1905, -1.1922], [1.4314, -0.3000, -2.4820], [-0.9957, 1.8919, -0.5933], [-2.4863, 0.8485, -0.7120]], "mulliken_charge": [-0.263, -0.184, -0.273, -0.661, 0.797, -0.501, -0.539, -0.484, 0.379, 0.332, 0.251, 0.258, 0.245, 0.325, 0.320], "gap_ev": 7.5779, "smiles": "C#CN1C[C@@]1(N)N=C", "homo_energy_ha": -0.2905}



<Q>
{"formula": "C5H7N3", "method": "the ωB97M-V functional and the def2-TZVPD basis", "species": ["H", "N", "C", "N", "C", "N", "H", "C", "C", "C", "H", "H", "H", "H", "H"], "coordinates": [[2.6662, -0.4805, -1.5172], [2.1925, 0.5353, -1.4428], [1.1206, 0.2248, -0.7982], [0.5147, 1.3432, -0.0916], [-0.7045, 0.9789, 0.5196], [-1.2993, 1.9236, 1.0490], [-2.1900, 1.4932, 1.4375], [-1.1162, -0.3958, 0.0805], [-0.1143, -1.3456, 0.7808], [0.1070, -0.9064, -0.5718], [0.9221, 2.1513, -0.3418], [-2.2704, -0.4074, -0.3458], [-0.0964, -2.4855, 0.6878], [0.3791, -0.9514, 1.8188], [-0.1110, -1.6779, -1.2649]], "mulliken_charge": [0.266, -0.701, 0.231, -0.216, 0.377, -0.699, 0.270, -0.279, -0.489, -0.217, 0.173, 0.311, 0.289, 0.213, 0.470], "gap_ev": 9.7788, "smiles": "[H]/N=C1/N/C(=N/[H])[C@@H]2C[C@H]12", "homo_energy_ha": -0.3312}



The data favor <Q>; the next most stable structure lies 2.699 eV above it.



<P>
{"formula": "C5H7N3", "method": "the ωB97M-V functional and the def2-TZVPD basis", "species": ["C", "C", "C", "C", "C", "N", "N", "N", "H", "H", "H", "H", "H", "H", "H"], "coordinates": [[-3.4873, 0.2360, 0.5115], [-0.3795, 0.9152, 0.7048], [-3.2742, -0.1965, -0.7858], [-3.1751, -0.7211, -1.8778], [1.3414, 1.1687, -0.9464], [-3.6458, 0.6719, 1.5705], [0.2029, -0.8103, -0.8066], [0.2258, 0.4123, -0.3532], [-0.1513, 1.9063, 0.8783], [-2.9250, -1.0642, -2.7818], [-1.1675, 0.5088, 1.2841], [1.3621, 0.6982, -2.0365], [1.1285, 2.2660, -1.0600], [2.2171, 1.0699, -0.3283], [-0.6506, -1.2688, -0.4735]], "mulliken_charge": [0.045, -0.624, -0.101, 0.079, -0.825, -0.462, -0.933, 0.609, 0.149, 0.477, 0.495, 0.265, 0.308, 0.317, 0.201], "gap_ev": 8.0761, "homo_energy_ha": -0.2868}



<Q>
{"formula": "C5H7N3", "method": "the ωB97M-V functional and the def2-TZVPD basis", "species": ["C", "C", "C", "C", "C", "H", "H", "H", "H", "H", "H", "H", "N", "N", "N"], "coordinates": [[-1.4735, -1.6614, -0.4436], [-0.4557, -1.1773, 0.6239], [-0.2481, 0.2937, 0.8531], [-1.2509, 1.2698, 0.3254], [2.4419, 0.6783, -0.1712], [-0.7532, -2.4917, -1.0759], [-2.5015, -2.4734, -0.0863], [-1.9240, -0.6600, -0.8084], [0.1382, -1.8646, 1.2288], [0.2855, 1.0247, 1.6138], [3.6146, 0.6918, -0.4120], [1.8700, 1.5366, 0.2336], [-1.7264, 2.0589, -0.5559], [0.5635, -0.5134, -0.2775], [1.9041, -0.4286, -0.2836]], "mulliken_charge": [-0.815, -0.036, -0.367, 0.148, -0.242, 0.241, 0.272, 0.275, 0.377, 0.533, 0.243, 0.266, -0.468, 0.199, -0.626], "gap_ev": 9.9837, "homo_energy_ha": -0.3531}



<R>
{"formula": "C5H7N3", "method": "the ωB97M-V functional and the def2-TZVPD basis", "species": ["C", "N", "N", "C", "C", "C", "N", "C", "H", "H", "H", "H", "H", "H", "H"], "coordinates": [[2.3039, 0.5671, -0.1020], [2.3035, -0.8252, 0.1211], [1.2032, -1.4289, 0.1881], [-0.0812, -0.7361, -0.1737], [-0.3283, 0.6211, 0.0274], [-1.7665, 0.7534, 0.0915], [-2.3909, -0.3826, 0.0112], [-1.3642, -1.4219, -0.2327], [3.4857, 0.6304, -0.7048], [2.3018, 0.7639, 1.1059], [1.4500, 1.1728, -0.7614], [0.4263, 1.4240, -0.1445], [-2.3451, 1.6677, 0.2181], [-3.3397, -0.3997, 0.4423], [-1.8585, -2.4061, -0.0865]], "mulliken_charge": [-0.522, -0.332, -0.203, 0.896, -0.200, -0.835, -0.034, -0.735, 0.243, 0.308, 0.316, 0.107, 0.379, 0.283, 0.328], "gap_ev": 8.9080, "smiles": "C/N=N\\c1cc[nH]c1", "homo_energy_ha": -0.3055}



<S>
{"formula": "C5H7N3", "method": "the ωB97M-V functional and the def2-TZVPD basis", "species": ["C", "C", "C", "N", "C", "N", "C", "N", "H", "H", "H", "H", "H", "H", "H"], "coordinates": [[-0.3165, 1.0068, 2.1437], [-0.3178, 1.6563, 0.8904], [0.1375, 0.7401, -0.0215], [0.2336, -0.5050, 0.6188], [-0.0480, -0.3577, 1.9519], [0.3771, -1.5060, -0.3394], [-0.1509, -0.7273, -1.7296], [0.0298, 0.6336, -1.4711], [-0.7129, 1.3846, 3.0724], [-0.4254, 2.6958, 0.6316], [-0.1202, -1.2707, 2.6170], [-0.1041, -2.4216, -0.1822], [-1.2785, -1.0280, -1.7612], [0.4543, -1.1748, -2.6570], [0.7798, 1.2075, -1.8280]], "mulliken_charge": [-0.720, -0.533, 0.100, 0.406, -0.103, -0.773, -0.252, -0.290, 0.378, 0.392, 0.335, 0.257, 0.230, 0.264, 0.310], "gap_ev": 8.4080, "smiles": "c1cc2n(c1)NCN2", "homo_energy_ha": -0.2725}



The data favor <S>; the next most stable structure lies 2.518 eV above it.